Entry from the Open Molecules 2025 dataset: a molecular structure, C39H59DyI2N7O4PS2 at a distorted geometry (the ωB97M-V functional and the def2-TZVPD basis).

Each line ends with the Löwdin charge.
Atoms and positions in Å:
C 2.6808 -4.3814 0.9567  -0.127
H -3.7763 6.5268 -0.1034  0.124
H -3.6866 0.6827 0.6875  0.161
C -0.8824 4.7726 0.2548  -0.086
H -3.0519 -3.3591 -0.1530  0.045
C -2.0997 7.1898 1.0209  -0.185
H 0.0861 -5.7003 -3.8257  0.065
H -2.2478 8.8192 2.3672  0.080
C 1.1179 0.0779 3.7916  -0.276
C 5.6233 2.0869 2.9210  -0.040
H -3.1498 3.1682 -0.7917  0.066
H 0.2159 -6.7921 -2.4048  0.090
H -2.0613 -2.6144 -6.0443  0.088
C -2.3181 1.2185 -3.3225  -0.148
H 0.7688 -2.1636 -4.2981  0.032
H 4.0020 2.7240 6.4908  0.119
C -3.7103 -3.8234 -0.8895  -0.130
C -4.7139 1.4301 -3.2712  -0.008
H 3.9027 0.8482 -3.1251  -0.067
C 4.1717 1.2452 1.0734  -0.807
H 1.2013 1.9465 2.7872  0.091
O -2.0459 -0.6270 0.1625  -0.265
H 3.1200 -4.9026 0.1240  0.110
C -3.4185 -0.0999 -0.0640  -0.073
C 1.4690 1.4133 3.6810  -0.072
H 2.6027 -0.6888 6.7190  0.116
C -3.4371 0.4200 -1.4601  -0.261
H 0.8014 3.4958 0.4283  0.075
H -3.4021 -5.7341 -3.0725  0.083
H 5.1782 -1.0331 3.0609  0.089
C -0.7379 6.9507 1.3037  0.019
C 1.3638 5.5893 1.1990  -0.024
C -2.2224 5.0647 -0.1884  -0.150
H 1.0261 -3.8802 -4.0756  0.055
O -1.2288 -0.9899 2.9742  -0.275
H -1.4815 -1.2797 -5.0170  0.078
H -4.0040 4.6675 -1.3002  0.101
O -0.7024 2.4554 -0.4625  -0.253
C -1.1229 -3.3278 -4.2187  -0.578
H -3.4147 2.0281 -4.9446  0.116
C 2.9878 -4.7168 2.2595  -0.063
N 4.0363 0.0146 1.6279  -0.023
C 2.7001 1.2382 5.7685  -0.309
C 2.2612 -4.0880 3.2489  -0.093
H 0.4949 -3.3090 -5.6537  0.090
C -4.6654 0.8401 -2.0133  0.002
H -3.5363 -4.4699 -4.3251  0.072
C -0.4424 -4.8271 -1.8836  -0.557
H 6.1022 -0.5007 1.6351  0.085
N 1.7855 -3.4168 0.6316  0.093
C 3.0788 0.2267 -3.4209  -1.031
C 2.2428 2.0050 4.6676  -0.021
N -2.2673 0.6202 -2.1207  0.020
H 4.0468 1.2481 7.3360  0.098
C -0.3564 -5.9775 -2.8627  -0.099
C -0.1127 5.7826 0.9281  -0.170
H 3.3163 -0.5175 1.1266  0.060
H -3.0830 9.1425 0.8647  0.101
H -0.1513 7.7058 1.8248  0.131
H -2.4806 4.1000 -2.1068  0.094
S 0.0614 -0.5423 2.4678  0.710
C -3.4958 1.6078 -3.9584  -0.015
C -3.7599 -4.7052 -3.2748  -0.104
H -5.6658 1.7134 -3.6877  0.121
H -5.5762 0.7136 -1.4455  0.129
H 5.6894 3.0961 3.3161  0.090
H -4.8499 -4.7189 -3.1989  0.087
H 5.0093 -1.8810 1.5069  0.083
H -1.3869 -4.3170 -4.5479  0.078
I 2.9924 -1.4521 -2.0500  0.794
H 4.9675 1.5161 3.6030  0.080
H 3.7353 -5.4686 2.4717  0.108
H -4.1374 -0.9360 0.0047  0.139
H 2.5899 3.0258 4.6259  0.109
H -1.8074 -5.7220 -0.3884  0.075
N 3.7336 1.7322 6.5230  0.122
C 5.1548 -0.9008 1.9677  -0.040
C -1.9490 -2.2979 -5.0042  -0.114
I 1.4797 1.7455 -3.7368  0.775
H 6.5834 1.6248 2.9037  0.073
H 1.5461 4.8889 2.0360  0.099
H -3.5759 -2.7013 -2.7133  0.067
Dy -0.2345 0.4003 -0.5180  1.448
H -0.0784 -5.9693 -0.1298  0.080
H -2.9475 -2.1686 -4.6356  0.042
P -1.3795 -3.2530 -2.3830  1.077
C -0.8226 -5.2513 -0.4804  -0.132
H 3.2795 -0.1152 -4.4210  -0.043
N 5.0765 2.1289 1.5446  -0.018
N 1.3313 -3.1376 2.9650  0.117
H 1.8183 5.1434 0.3328  0.071
C -2.8461 8.3617 1.5925  -0.021
C -3.0065 4.1920 -1.1534  -0.014
C -0.2169 3.5311 0.0635  -0.092
H 1.1639 -1.7009 4.9416  0.103
H -3.8680 -4.8748 -0.6246  0.079
H -3.8323 8.0884 2.0079  0.104
N 0.6891 -1.5078 1.3502  -0.151
H 2.4018 -4.3048 4.3031  0.117
H -1.3505 -6.3610 -3.0838  0.066
C -3.2210 -3.6615 -2.3340  -0.562
C 0.3716 -3.1513 -4.5757  -0.135
C 2.2759 -0.0879 5.8880  -0.004
H 5.0974 2.9998 1.0417  0.110
H -1.9511 -1.0359 1.0431  0.070
O -0.0641 0.7109 1.6092  -0.549
H 0.5497 -4.3689 -1.7880  0.066
H -1.3889 1.4223 -3.8264  0.018
H -4.7057 -3.3452 -0.7711  0.081
C 1.2327 -2.7183 1.6804  -0.473
C 1.4844 -0.6685 4.8945  -0.046
H 1.8467 6.5440 1.4085  0.095
C -2.7776 6.2645 0.1960  0.009
H -0.8024 -4.3888 0.1782  0.048
S 3.1633 1.7378 -0.2400  0.513

Properties
- Total charge: +2
- Multiplicity: 6
- ΔE to the lowest compared entry with this formula, charge and spin: 0.0 kJ/mol
- Total energy: -4823.5473 Ha